1.
{"formula": "C24H20N3OPPdS3", "method": "ωB97M-V/def2-TZVPD", "symbols": ["Pd", "O", "N", "C", "C", "C", "C", "C", "S", "H", "H", "H", "H", "S", "P", "S", "C", "C", "C", "C", "C", "C", "C", "C", "C", "C", "C", "C", "H", "H", "H", "H", "H", "H", "H", "H", "H", "H", "N", "C", "N", "C", "C", "C", "C", "C", "C", "H", "H", "H", "H", "H", "H"], "xyz": [[0.1455, 0.1464, 0.4145], [3.4527, 2.0047, 0.1765], [3.7007, 0.7809, 0.5576], [4.7685, 0.1636, -0.0027], [5.1507, -1.1107, 0.3175], [4.3970, -1.8041, 1.2729], [3.3097, -1.1819, 1.8242], [2.9047, 0.1242, 1.4702], [1.5311, 0.8798, 2.1724], [5.2815, 0.7776, -0.7273], [6.0082, -1.5493, -0.1736], [4.6598, -2.8157, 1.5583], [2.6794, -1.6844, 2.5445], [-2.6411, -3.5575, -1.7735], [-1.7038, -2.1461, -0.7305], [-0.3963, -0.9358, -1.6399], [-0.9210, -2.9883, 0.7042], [0.4464, -3.2286, 0.7067], [1.0282, -3.9621, 1.7315], [0.2520, -4.4386, 2.7801], [-1.1168, -4.1957, 2.7841], [-1.7004, -3.4909, 1.7421], [-2.9463, -1.0286, 0.0531], [-4.0668, -0.6770, -0.6868], [-4.9629, 0.2706, -0.2116], [-4.7501, 0.8644, 1.0236], [-3.6384, 0.5045, 1.7744], [-2.7340, -0.4323, 1.2933], [1.0511, -2.8128, -0.0911], [2.0965, -4.1459, 1.7240], [0.7121, -4.9928, 3.5906], [-1.7326, -4.5612, 3.5985], [-2.7718, -3.3276, 1.7279], [-4.2233, -1.1551, -1.6470], [-5.8204, 0.5545, -0.8112], [-5.4368, 1.6163, 1.3956], [-3.4584, 0.9742, 2.7347], [-1.8390, -0.6590, 1.8652], [1.0191, 3.1251, -0.5514], [-0.1634, 3.2628, 0.0979], [-1.1698, 3.6432, -0.6483], [-0.6171, 3.7196, -1.9171], [-1.2059, 4.0556, -3.1344], [-0.4194, 4.0342, -4.2735], [0.9387, 3.6794, -4.2146], [1.5425, 3.3451, -3.0137], [0.7480, 3.3777, -1.8739], [1.8385, 2.6250, -0.1645], [-0.2101, 3.0656, 1.1567], [-2.2586, 4.3063, -3.1835], [-0.8616, 4.2767, -5.2332], [1.5200, 3.6515, -5.1290], [2.5833, 3.0525, -2.9608]], "largest_force_ev_per_a": 0.5, "charge": -2, "e_above_lowest_kj_mol": 0.0}



2.
{"formula": "C10H12BrN3O", "method": "ωB97M-V/def2-TZVPD", "symbols": ["C", "C", "C", "C", "C", "C", "C", "C", "C", "C", "N", "N", "N", "O", "Br", "H", "H", "H", "H", "H", "H", "H", "H", "H", "H", "H", "H"], "xyz": [[0.4871, 1.2897, -0.1179], [1.2339, -0.3309, 1.1948], [1.8600, 1.4778, 0.2392], [-3.0886, -0.0706, -0.9569], [-1.7875, -0.0943, -0.8930], [-3.8749, 0.0479, 0.2031], [-2.0384, -0.0955, 1.6168], [-1.1480, -0.5791, 0.3676], [2.8971, 2.6049, 0.0655], [-0.0216, -2.7494, -0.1545], [2.2883, 0.4380, 1.0085], [-3.4317, 0.1323, 1.3618], [0.1215, 0.1048, 0.4607], [-0.9934, -1.9374, 0.5179], [-5.7545, 0.3594, -0.0179], [-0.0761, 1.8885, -0.8557], [1.1732, -1.2008, 1.8145], [-3.5869, 0.2875, -1.9330], [-1.1792, 0.0191, -1.7524], [-1.8802, -0.8530, 2.4769], [-1.5471, 0.8176, 2.0583], [2.1497, 3.4672, -0.0309], [3.4604, 2.8907, 0.9418], [3.5563, 2.5122, -0.8922], [0.8582, -2.0321, -0.2913], [-0.5405, -2.9228, -1.1174], [0.1789, -3.6661, 0.3514]], "largest_force_ev_per_a": 8.5, "spin_multiplicity": 3, "s_squared": 2.0089, "e_above_lowest_kj_mol": 78.0}



3.
{"formula": "C20H50NO9P", "method": "ωB97M-V/def2-TZVPD", "symbols": ["C", "C", "O", "P", "O", "C", "C", "C", "N", "C", "O", "O", "O", "C", "C", "H", "H", "H", "H", "H", "H", "H", "H", "H", "H", "H", "H", "H", "H", "H", "H", "H", "H", "C", "C", "C", "O", "H", "H", "H", "H", "H", "H", "H", "H", "C", "C", "C", "O", "H", "H", "H", "H", "H", "H", "H", "H", "C", "C", "C", "O", "H", "H", "H", "H", "H", "H", "H", "H", "C", "C", "C", "O", "H", "H", "H", "H", "H", "H", "H", "H"], "xyz": [[5.6144, 1.6088, 1.1818], [5.4296, 1.8796, -0.4379], [4.7552, 3.1480, -0.7556], [3.0078, 3.0140, -0.5209], [2.6587, 2.8759, 1.0150], [2.1713, 1.7327, -1.6630], [1.2898, 0.5833, -0.8961], [0.0975, 1.1639, 0.0792], [-1.2626, 0.5458, -0.1714], [-2.2589, 1.6228, 0.2698], [-2.9623, 1.5905, 1.4102], [-2.4776, 2.7578, -0.6478], [2.3671, 4.5956, -1.0149], [1.7092, 5.2433, 0.1409], [1.1780, 6.7229, -0.4272], [6.5240, 0.9238, 1.4554], [4.6197, 1.0446, 1.5229], [5.6518, 2.5932, 1.8266], [4.9464, 0.9526, -1.0136], [6.5342, 1.9606, -0.8836], [2.9283, 1.1571, -2.3743], [1.4256, 2.2977, -2.3970], [1.9780, -0.2232, -0.3497], [0.7331, -0.0342, -1.7530], [0.0191, 2.3389, 0.0935], [0.4034, 0.8455, 1.1876], [-1.4010, -0.2347, 0.5366], [-1.8074, 3.4780, -0.4054], [2.4459, 5.4846, 1.0355], [0.7796, 4.6175, 0.4845], [2.1385, 7.4140, -0.5574], [0.3783, 7.1921, 0.2871], [0.7479, 6.5008, -1.4999], [-3.1718, -1.3640, 5.3502], [-2.0324, -0.4268, 4.9831], [-2.3473, 1.0083, 5.3743], [-1.8001, -0.4932, 3.5785], [-4.0926, -1.0858, 4.8255], [-2.9364, -2.3912, 5.0516], [-3.3649, -1.3478, 6.4273], [-1.1132, -0.7512, 5.4829], [-3.2389, 1.3706, 4.8505], [-1.5238, 1.6734, 5.0930], [-2.5157, 1.0958, 6.4521], [-2.6110, -0.2068, 3.1265], [-4.8419, -0.8946, -2.5306], [-3.8225, -0.2248, -3.4381], [-2.6995, -1.1799, -3.8101], [-3.2754, 0.9122, -2.7755], [-4.3777, -1.2206, -1.5931], [-5.6376, -0.1918, -2.2611], [-5.2930, -1.7645, -3.0180], [-4.3179, 0.1328, -4.3474], [-2.1593, -1.5160, -2.9180], [-1.9669, -0.6807, -4.4533], [-3.0863, -2.0584, -4.3358], [-2.8334, 0.6043, -1.9669], [8.3718, -1.4761, -0.5104], [8.7530, -1.3565, 0.9565], [9.1010, -2.7120, 1.5509], [7.6662, -0.7876, 1.6820], [7.4900, -2.1143, -0.6354], [8.1120, -0.4947, -0.9217], [9.1934, -1.8962, -1.0989], [9.6072, -0.6787, 1.0608], [8.2450, -3.3941, 1.4990], [9.3614, -2.6123, 2.6101], [9.9444, -3.1692, 1.0243], [6.9032, -1.3829, 1.5951], [-7.8928, -4.0372, -3.3083], [-6.7917, -4.5039, -2.3696], [-7.3189, -5.4998, -1.3488], [-6.2413, -3.3782, -1.6906], [-8.6921, -3.5322, -2.7543], [-7.5017, -3.3116, -4.0295], [-8.3262, -4.8786, -3.8577], [-5.9841, -4.9638, -2.9494], [-8.0978, -5.0467, -0.7254], [-6.5183, -5.8176, -0.6722], [-7.7351, -6.3851, -1.8394], [-6.9514, -2.9635, -1.1730]], "largest_force_ev_per_a": 8.4, "e_tot_ev": -50753.279}